Entry 1:
A molecular structure, C29H29BF4N4PRuSTe4, computed with the ωB97M-V functional and the def2-TZVPD basis.

Geometry (Å):
Ru1 0.462 0.295 -0.381
Te1 0.195 -2.344 -1.354
Te2 -0.847 -2.322 -3.762
Te3 -1.198 -7.430 -5.317
Te4 -0.433 -5.627 -3.610
C1 1.405 1.955 -3.941
C2 -0.016 1.837 -4.402
C3 -0.265 1.934 -5.770
C4 -1.548 1.914 -6.285
C5 -2.624 1.814 -5.418
C6 -2.395 1.706 -4.056
C7 -1.102 1.683 -3.528
P1 -0.832 1.596 -1.701
C8 -2.544 1.349 -1.063
C9 -3.098 0.144 -1.514
C10 -4.318 -0.318 -1.061
C11 -5.013 0.425 -0.117
C12 -4.461 1.597 0.360
C13 -3.225 2.078 -0.081
C14 -2.694 3.298 0.625
C15 -0.224 3.290 -1.412
C16 -0.484 4.396 -2.211
C17 0.233 5.570 -2.022
C18 1.221 5.613 -1.042
C19 1.461 4.511 -0.234
C20 0.722 3.336 -0.388
C21 0.866 2.136 0.485
H1 1.756 2.981 -4.088
H2 2.051 1.283 -4.507
H3 1.542 1.700 -2.895
H4 0.584 2.028 -6.440
H5 -1.708 1.982 -7.355
H6 -3.640 1.808 -5.794
H7 -3.244 1.625 -3.393
H8 -2.554 -0.455 -2.238
H9 -4.707 -1.257 -1.435
H10 -5.964 0.078 0.268
H11 -4.971 2.149 1.140
H12 -3.521 3.954 0.901
H13 -1.987 3.871 0.034
H14 -2.197 2.991 1.550
H15 -1.219 4.326 -3.005
H16 0.049 6.431 -2.653
H17 1.811 6.513 -0.911
H18 2.225 4.554 0.535
H19 0.050 2.151 1.226
H20 1.799 2.145 1.054
F1 -1.760 -0.029 1.745
B1 -2.028 0.480 3.066
F2 -1.201 1.583 3.296
F3 -1.752 -0.546 3.991
F4 -3.373 0.851 3.145
S1 2.736 -0.356 -1.686
C22 4.388 -0.277 -1.110
C23 4.938 0.915 -0.615
C24 6.261 0.981 -0.207
C25 7.082 -0.139 -0.274
C26 6.548 -1.329 -0.756
C27 5.226 -1.400 -1.163
H21 4.303 1.791 -0.560
H22 6.655 1.919 0.170
H23 8.116 -0.086 0.046
H24 7.170 -2.216 -0.813
H25 4.816 -2.331 -1.535
N1 -0.206 -4.131 3.774
C28 -0.068 -3.019 2.986
N2 -1.102 -2.665 2.219
N3 1.104 -2.424 3.001
C29 1.249 -1.438 2.143
N4 1.388 -0.567 1.397
H26 -1.133 -4.315 4.121
H27 0.525 -4.218 4.460
H28 -1.972 -3.157 2.308
H29 -1.169 -1.704 1.879

Atomic forces in eV per Å
Ru 0.84 0.14 -0.17
Te -0.06 -0.01 0.21
Te -0.06 -0.01 -0.20
Te -0.04 -0.08 -0.09
Te 0.06 0.08 0.09
C 0.09 0.01 0.06
C -0.10 -0.04 -0.03
C 0.00 -0.02 0.01
C 0.02 0.01 -0.02
C -0.02 -0.01 0.02
C -0.01 -0.04 -0.06
C -0.10 0.10 -0.05
P -0.16 -0.19 0.05
C 0.03 0.02 0.07
C -0.02 -0.09 0.00
C 0.04 -0.01 -0.03
C 0.01 0.03 0.02
C -0.03 0.01 -0.01
C -0.03 0.03 -0.02
C 0.05 0.00 -0.01
C -0.01 0.04 -0.20
C 0.03 0.02 0.00
C 0.00 -0.02 0.03
C -0.03 -0.01 -0.02
C -0.04 0.02 0.06
C 0.10 0.05 0.06
C -0.13 0.16 0.13
H 0.00 -0.01 0.02
H 0.00 0.01 -0.02
H 0.00 -0.02 0.04
H 0.00 0.00 0.00
H 0.00 0.00 0.00
H 0.00 0.00 0.00
H 0.00 0.02 -0.02
H 0.00 0.01 0.03
H 0.00 0.00 0.00
H 0.00 0.00 0.01
H 0.00 0.00 0.00
H 0.00 -0.01 0.02
H -0.04 -0.01 0.00
H 0.01 0.01 -0.03
H 0.00 0.01 -0.01
H 0.00 0.00 0.00
H 0.00 0.01 0.00
H 0.00 0.00 0.00
H 0.06 0.03 0.10
H 0.04 -0.05 -0.07
F -0.05 0.03 0.13
B 0.00 0.04 -0.04
F -0.01 0.00 0.01
F -0.01 0.05 0.04
F 0.01 -0.02 0.02
S -0.12 0.07 -0.48
C -0.10 0.02 0.35
C -0.03 -0.02 0.03
C 0.00 0.00 0.00
C -0.02 0.00 -0.01
C 0.01 -0.01 0.00
C 0.00 0.02 -0.02
H -0.01 0.00 0.01
H 0.00 0.00 0.00
H 0.00 0.00 0.00
H 0.00 0.00 0.00
H 0.00 0.00 0.01
N -0.04 0.01 0.03
C -0.16 0.05 -0.07
N 0.21 -0.16 -0.01
N 0.06 0.01 0.03
C 0.04 0.04 0.15
N -0.24 -0.30 -0.11
H 0.00 0.01 0.02
H 0.03 -0.03 -0.03
H -0.01 0.02 0.02
H -0.06 -0.03 -0.01

- HOMO (spin up / spin down) (eV) = -1.587 / -1.938
- total energy (eV) = -99939.3731
- max |F| (Eh/bohr) = 0.0169
- multiplicity = 6
- relative energy (zero: lowest compared OMol25 entry of this formula, charge and spin) (kJ/mol) = 58.4
- ⟨S²⟩ = 8.788
- total charge = -2

***

Entry 2:
A molecular structure, C25H22HgNOP at a distorted geometry, computed with the ωB97M-V functional and the def2-TZVPD basis.

Geometry (Å):
Hg1 0.134 0.181 -0.313
N1 0.259 3.748 -3.291
C1 0.058 2.546 -2.663
O1 -0.911 2.379 -1.947
C2 1.085 1.474 -2.964
C3 1.710 0.910 -1.684
H1 -0.326 4.517 -3.013
H2 1.140 3.955 -3.722
H3 1.846 1.883 -3.640
H4 0.557 0.676 -3.492
H5 2.394 1.646 -1.254
H6 2.302 0.031 -1.936
C4 -0.323 0.396 7.051
C5 -1.452 0.250 6.251
C6 -1.316 -0.086 4.914
C7 -0.058 -0.301 4.345
C8 1.063 -0.141 5.154
C9 0.931 0.191 6.498
P1 -0.003 -0.444 2.499
C10 1.825 -0.241 2.251
C11 2.351 1.055 2.210
C12 3.674 1.282 1.868
C13 4.498 0.212 1.532
C14 3.979 -1.073 1.539
C15 2.654 -1.300 1.899
C16 -0.349 -2.159 2.208
C17 -0.257 -3.093 3.279
C18 -0.627 -4.413 3.111
C19 -1.075 -4.870 1.874
C20 -1.156 -3.987 0.758
C21 -1.612 -4.448 -0.493
C22 -1.745 -3.587 -1.567
C23 -1.354 -2.257 -1.437
C24 -0.830 -1.769 -0.240
C25 -0.778 -2.607 0.901
H7 -0.424 0.678 8.092
H8 -2.437 0.408 6.674
H9 -2.192 -0.202 4.285
H10 2.050 -0.299 4.736
H11 1.813 0.290 7.121
H12 1.704 1.887 2.473
H13 4.065 2.293 1.850
H14 5.530 0.386 1.254
H15 4.611 -1.908 1.261
H16 2.253 -2.308 1.922
H17 0.083 -2.761 4.252
H18 -0.579 -5.091 3.957
H19 -1.379 -5.903 1.739
H20 -1.860 -5.500 -0.593
H21 -2.108 -3.952 -2.522
H22 -1.438 -1.604 -2.300

Atomic forces in eV per Å
Hg 0.29 -1.14 -0.92
N 0.03 0.04 0.00
C -0.01 0.12 -0.16
O 0.00 -0.06 0.03
C 0.02 0.00 0.24
C -0.26 0.59 0.39
H -0.02 -0.02 0.02
H 0.01 -0.04 0.00
H -0.04 -0.05 -0.09
H -0.01 0.04 -0.06
H -0.01 -0.01 0.05
H -0.05 -0.09 0.11
C 0.00 0.01 -0.05
C -0.02 -0.06 0.01
C 0.00 -0.20 0.03
C -0.06 0.73 -0.14
C -0.02 -0.20 0.04
C 0.00 -0.03 0.06
P 0.17 -0.31 0.22
C 0.08 0.18 -0.23
C 0.05 -0.09 0.17
C 0.00 0.02 0.06
C -0.08 0.03 -0.05
C 0.06 -0.05 0.03
C 0.03 -0.07 0.10
C -0.04 0.10 0.13
C -0.01 -0.10 -0.04
C 0.04 0.11 -0.05
C -0.05 -0.01 -0.05
C -0.06 -0.09 0.03
C 0.05 0.09 0.08
C 0.06 0.00 -0.06
C -0.08 0.04 -0.08
C 0.08 0.37 0.48
C -0.06 0.03 -0.11
H 0.00 -0.03 0.01
H -0.01 0.00 -0.02
H -0.03 0.07 0.03
H 0.01 0.05 0.01
H 0.03 0.02 -0.04
H 0.01 0.04 -0.10
H -0.01 0.00 0.01
H 0.00 -0.01 -0.02
H -0.02 -0.02 0.02
H -0.04 0.02 -0.09
H 0.00 -0.01 0.01
H 0.04 -0.01 -0.01
H 0.01 0.01 0.01
H -0.07 0.02 0.01
H -0.02 -0.01 0.01
H 0.03 0.00 -0.01

- HOMO (spin up / spin down) (eV) = -0.765 / -3.649
- total energy (eV) = -43282.8248
- max |F| (Eh/bohr) = 0.0291
- multiplicity = 2
- ⟨S²⟩ = 0.771
- total charge = -1

***

Entry 3:
2 unconnected molecules or ions with the total composition C3H7N3 at a distorted geometry, computed with the ωB97M-V functional and the def2-TZVPD basis.

Geometry (Å):
C1 1.530 1.291 -0.033
C2 1.048 -0.217 -0.256
C3 -2.603 -0.148 0.131
H1 2.160 1.817 -0.885
H2 0.527 1.871 0.472
H3 2.336 1.095 0.766
H4 1.869 -2.305 0.087
H5 -0.523 -1.521 0.261
H6 -3.416 0.491 0.386
H7 -2.927 -1.219 -0.123
N1 1.910 -1.172 0.012
N2 -0.421 -0.374 -0.523
N3 -1.490 0.391 -0.295

Atomic forces in eV per Å
C -0.32 -0.32 1.26
C 0.61 -0.09 1.01
C 1.19 -0.76 -2.42
H -2.08 -1.06 1.43
H 3.18 -1.25 -1.82
H -1.41 0.70 -0.95
H -1.15 3.88 -0.63
H 0.01 3.57 -3.36
H -0.27 0.67 -0.04
H 1.18 1.07 1.01
N -1.57 -0.12 -0.59
N 1.23 -6.62 3.04
N -0.60 0.34 2.06

- HOMO (eV) = -8.856
- total energy (eV) = -7689.2086
- max |F| (Eh/bohr) = 0.1436
- multiplicity = 1
- relative energy (zero: lowest compared OMol25 entry of this formula, charge and spin) (kJ/mol) = 527.8
- total charge = 0

***

Entry 4:
A molecular structure, C4H13N3O at a distorted geometry, computed with the ωB97M-V functional and the def2-TZVPD basis.

Geometry (Å):
C1 -0.514 -0.131 -2.077
C2 -1.032 1.623 -0.457
C3 2.218 -0.519 -0.549
N1 -0.380 0.333 -0.696
C4 1.288 0.375 0.217
O1 0.987 0.193 1.380
H1 -0.012 0.565 -2.751
H2 -1.566 -0.193 -2.379
H3 -0.068 -1.118 -2.185
H4 -2.111 1.564 -0.635
H5 -0.847 1.919 0.574
H6 -0.621 2.376 -1.131
H7 2.422 -0.101 -1.535
H8 1.740 -1.504 -0.659
H9 3.141 -0.609 0.027
N2 -0.625 -1.323 1.747
N3 -1.107 -0.734 2.908
H10 -0.389 -0.278 3.476
H11 0.063 -2.008 2.059
H12 -0.801 -0.410 -0.005
H13 -1.786 -0.020 2.671

Atomic forces in eV per Å
C -0.04 0.09 0.02
C -0.05 -0.15 -0.05
C -0.46 -0.09 -0.34
N -0.87 -1.51 1.23
C 0.20 0.41 0.06
O 0.52 0.74 0.22
H 0.04 -0.02 0.05
H 0.05 0.01 0.04
H 0.02 0.05 0.02
H 0.04 -0.03 0.04
H 0.03 0.01 -0.04
H 0.09 -0.04 0.05
H 0.12 -0.15 0.02
H 0.30 -0.05 0.00
H -0.12 -0.01 -0.11
N -1.24 -0.60 0.99
N 0.23 0.16 -0.65
H 0.04 -0.37 -0.12
H 0.15 0.26 -0.09
H 0.91 1.44 -1.24
H 0.03 -0.14 -0.09

- HOMO (spin up / spin down) (eV) = -6.056 / -7.708
- total energy (eV) = -10871.8838
- max |F| (Eh/bohr) = 0.0414
- multiplicity = 1
- relative energy (zero: lowest compared OMol25 entry of this formula, charge and spin) (kJ/mol) = 559.0
- total charge = 0

***

Entry 5:
A molecular structure, C6H9IrNS at a distorted geometry, computed with the ωB97M-V functional and the def2-TZVPD basis.

Geometry (Å):
Ir1 0.815 0.272 -0.426
C1 1.814 1.147 -4.205
H1 0.810 0.793 -4.585
H2 1.943 2.249 -4.130
H3 2.538 0.789 -4.954
H4 1.979 0.685 -3.223
H5 2.365 0.199 0.149
S1 0.163 -1.723 -1.155
C2 -0.684 -1.119 0.721
C3 -1.546 -1.755 1.602
C4 -1.892 -1.062 2.783
C5 -1.378 0.231 3.055
C6 -0.505 0.847 2.146
N1 -0.200 0.152 1.032
H6 -1.931 -2.744 1.395
H7 -2.557 -1.529 3.497
H8 -1.653 0.742 3.970
H9 -0.082 1.826 2.328

Atomic forces in eV per Å
Ir 5.55 2.37 -6.63
C -0.80 0.07 -0.91
H 0.92 0.87 0.46
H -0.51 -0.80 -0.05
H -0.03 -0.06 0.63
H 0.34 -0.12 0.08
H 0.56 -0.19 -0.20
S -1.62 -0.61 2.11
C 0.11 0.15 0.18
C 0.50 -0.10 -0.76
C 0.69 0.85 -0.42
C 0.34 -0.30 -0.65
C -1.42 -1.27 1.29
N -4.71 -0.82 5.24
H -0.02 -0.01 -0.02
H -0.06 -0.08 -0.01
H 0.02 0.02 -0.02
H 0.14 0.02 -0.33

- HOMO (spin up / spin down) (eV) = -17.306 / -18.525
- total energy (eV) = -21504.7728
- max |F| (Eh/bohr) = 0.1742
- multiplicity = 6
- relative energy (zero: lowest compared OMol25 entry of this formula, charge and spin) (kJ/mol) = 206.5
- ⟨S²⟩ = 8.776
- total charge = +2

***

Entry 6:
A single C18H23N5OS molecule, computed with the ωB97M-V functional and the def2-TZVPD basis.

Geometry (Å):
N1 -1.055 5.734 -1.909
C1 -0.880 4.690 -1.466
C2 -0.706 3.380 -0.920
N2 0.314 2.663 -1.213
N3 0.250 1.462 -0.601
C3 -0.807 1.236 0.281
N4 -1.110 0.262 1.015
C4 -0.401 -1.008 0.992
C5 1.125 -0.980 1.020
C6 1.758 -2.287 1.509
C7 3.224 -1.905 1.729
C8 3.191 -0.427 2.186
N5 4.227 0.381 1.536
C9 4.091 1.053 0.371
O1 3.141 0.931 -0.389
C10 5.206 1.939 0.066
C11 6.101 2.690 -0.212
C12 7.192 3.602 -0.549
C13 8.385 3.426 0.403
C14 9.515 4.385 0.041
C15 9.947 4.209 -1.412
C16 8.763 4.381 -2.359
C17 7.629 3.422 -2.011
C18 1.737 0.042 1.977
S1 -1.850 2.677 0.196
H1 1.140 0.974 -0.542
H2 -0.754 -1.566 1.862
H3 -0.731 -1.572 0.111
H4 1.521 -0.799 0.016
H5 1.287 -2.581 2.453
H6 1.639 -3.114 0.808
H7 3.742 -2.549 2.439
H8 3.763 -1.956 0.781
H9 3.432 -0.364 3.247
H10 5.042 0.612 2.079
H11 6.808 4.622 -0.432
H12 8.058 3.581 1.433
H13 8.736 2.392 0.329
H14 9.176 5.415 0.195
H15 10.361 4.230 0.713
H16 10.738 4.920 -1.661
H17 10.370 3.207 -1.543
H18 8.395 5.411 -2.295
H19 9.074 4.224 -3.394
H20 7.960 2.388 -2.148
H21 6.773 3.573 -2.669
H22 1.673 1.073 1.637
H23 1.213 -0.020 2.935

Atomic forces in eV per Å
N -0.02 0.04 0.05
C 0.03 -0.07 -0.09
C 0.00 0.04 0.05
N -0.02 0.00 0.02
N 0.09 0.01 0.00
C 0.00 0.07 0.00
N -0.01 -0.06 -0.05
C 0.01 -0.02 0.03
C 0.02 -0.03 -0.03
C -0.03 0.01 -0.01
C -0.14 0.02 -0.18
C 0.22 -0.13 0.14
N -0.18 0.33 0.17
C 0.07 -0.19 -0.12
O -0.09 0.01 0.00
C 0.02 -0.03 -0.03
C -0.01 0.05 0.06
C 0.01 -0.02 -0.03
C -0.01 0.00 0.00
C 0.00 0.00 0.00
C 0.00 0.00 0.00
C 0.00 0.00 0.00
C -0.01 0.00 0.01
C 0.04 -0.04 0.00
S 0.02 -0.01 -0.02
H -0.04 0.04 -0.09
H 0.02 0.00 0.02
H -0.01 -0.01 0.02
H -0.02 -0.02 0.06
H 0.01 0.00 0.00
H 0.00 0.00 0.00
H -0.01 0.00 0.00
H 0.00 -0.01 0.01
H 0.00 0.01 0.01
H 0.00 0.00 0.00
H 0.00 0.00 0.00
H 0.00 0.00 0.00
H 0.00 0.00 0.00
H 0.00 0.00 0.00
H 0.00 0.00 0.00
H 0.00 0.00 0.00
H 0.00 0.00 0.00
H 0.00 0.00 0.00
H 0.00 0.00 0.00
H 0.00 0.00 0.00
H 0.00 0.00 0.00
H 0.01 0.02 0.04
H 0.00 0.01 -0.01

- HOMO (eV) = -8.402
- total energy (eV) = -39370.6981
- max |F| (Eh/bohr) = 0.0079
- multiplicity = 1
- relative energy (zero: lowest compared OMol25 entry of this formula, charge and spin) (kJ/mol) = 253.4
- total charge = 0

***

Entry 7:
A molecular structure, C7H12Cl2O3PSm at a distorted geometry, computed with the ωB97M-V functional and the def2-TZVPD basis.

Geometry (Å):
C1 -0.025 -4.609 -4.740
C2 0.160 -3.890 -3.424
H1 -1.093 -4.754 -4.933
H2 0.484 -5.579 -4.705
H3 0.423 -4.016 -5.547
O1 -0.680 -3.513 -2.678
Cl1 1.889 -3.633 -3.070
Sm1 0.159 -0.295 -0.097
P1 0.011 1.830 -1.719
C3 -1.376 2.888 -1.617
C4 1.517 2.761 -1.520
H4 0.916 0.363 -3.421
H5 0.161 1.877 -4.041
H6 -0.861 0.491 -3.524
C5 0.064 1.052 -3.332
H7 2.402 2.112 -1.560
H8 1.522 3.473 -2.348
H9 -1.235 3.617 -2.414
H10 -1.413 3.382 -0.640
H11 1.512 3.293 -0.559
H12 -2.307 2.329 -1.761
C6 -1.789 0.640 0.712
O2 -2.750 0.981 1.285
Cl2 2.244 -0.793 -1.018
O3 -0.006 0.002 3.320
C7 0.070 -0.010 2.135

Atomic forces in eV per Å
C -0.30 0.07 0.21
C 0.27 -0.62 -1.03
H 0.26 0.04 0.09
H -0.04 0.24 0.01
H -0.01 -0.13 0.21
O -0.14 0.52 0.48
Cl -0.04 0.09 0.15
Sm 1.77 -3.76 -4.00
P 0.65 -1.15 0.29
C -0.73 0.78 -0.11
C 0.31 0.39 0.12
H -0.15 0.32 0.01
H -0.03 -0.25 -0.35
H 0.16 0.23 -0.09
C -0.14 -0.08 -0.33
H -0.28 0.18 -0.13
H 0.35 0.22 0.11
H -0.47 0.35 0.06
H 0.02 0.11 -0.24
H 0.03 0.04 -0.29
H 0.12 0.18 -0.14
C -8.49 3.62 4.04
O 4.95 -1.72 -3.07
Cl 1.67 -0.06 -0.46
O 0.51 -0.06 -8.04
C -0.26 0.47 12.50

- HOMO (spin up / spin down) (eV) = -16.084 / -16.085
- total energy (eV) = -65815.7170
- max |F| (Eh/bohr) = 0.2433
- multiplicity = 6
- relative energy (zero: lowest compared OMol25 entry of this formula, charge and spin) (kJ/mol) = 312.8
- ⟨S²⟩ = 8.767
- total charge = +2